Arrangement w

The following is a quantum chemistry calculation of a molecular structure, C23H21BiN9O5S, from the OMol25 dataset.

Last column: Mulliken charge in e.
Atoms and positions in Å:
Bi (0.87, 0.92, -0.01)  1.49
C (1.06, 3.42, 3.73)  -1.38
C (-0.06, 3.43, 2.76)  -0.03
N (-0.34, 2.47, 1.89)  0.02
C (-1.47, 2.89, 1.20)  0.29
C (-1.88, 4.10, 1.69)  -0.18
N (-0.98, 4.41, 2.67)  0.00
C (-2.97, 5.09, 1.42)  0.53
O (-3.86, 4.77, 0.51)  -0.55
O (-2.97, 6.12, 2.04)  -0.60
C (-2.06, 2.08, 0.09)  0.88
O (-3.10, 2.46, -0.44)  -0.89
O (-1.41, 1.02, -0.26)  -0.29
H (1.74, 2.61, 3.49)  0.28
H (0.70, 3.28, 4.75)  0.30
H (1.62, 4.36, 3.70)  0.42
H (-1.04, 5.28, 3.19)  0.25
H (-3.67, 3.87, 0.11)  0.43
N (0.55, -2.35, -3.07)  -0.11
C (1.31, -3.46, -2.60)  0.15
C (1.99, -4.26, -3.50)  -0.70
C (2.78, -5.30, -3.02)  -0.65
C (2.91, -5.51, -1.65)  -0.75
C (2.24, -4.68, -0.76)  -0.77
C (1.43, -3.67, -1.24)  0.93
S (0.50, -2.66, -0.14)  -0.33
N (0.41, -1.19, -1.04)  -0.10
C (0.36, -1.24, -2.33)  0.59
C (0.05, 0.02, -3.09)  0.71
C (-0.67, 0.02, -4.27)  -0.76
C (-0.98, 1.24, -4.85)  -0.49
C (-0.56, 2.41, -4.24)  -0.81
C (0.15, 2.31, -3.06)  -0.04
N (0.46, 1.14, -2.50)  -0.27
H (0.53, -2.23, -4.07)  0.24
H (1.92, -4.08, -4.56)  0.37
H (3.31, -5.94, -3.71)  0.39
H (3.54, -6.29, -1.27)  0.41
H (2.36, -4.82, 0.31)  0.54
H (-1.03, -0.90, -4.71)  0.48
H (-1.56, 1.27, -5.76)  0.46
H (-0.79, 3.38, -4.66)  0.42
H (0.50, 3.20, -2.54)  0.48
N (2.85, -0.15, 0.16)  -0.86
C (3.47, -0.98, 0.74)  0.80
N (4.18, -1.75, 1.39)  -0.62
C (4.41, -3.04, 1.39)  0.53
N (4.62, -4.17, 1.46)  -0.49
C (-2.37, -1.13, 1.70)  -0.67
N (-1.61, -0.70, 2.87)  0.27
C (-2.34, -0.63, 4.13)  -0.91
C (-0.33, -0.38, 2.81)  -0.11
O (0.38, -0.43, 1.79)  -0.50
H (-2.89, -2.05, 1.94)  0.42
H (-1.70, -1.29, 0.86)  -0.01
H (-3.09, -0.37, 1.42)  0.32
H (-2.76, -1.60, 4.36)  0.34
H (-3.15, 0.10, 4.05)  0.33
H (-1.67, -0.33, 4.93)  0.31
H (0.11, -0.10, 3.77)  0.44

The orbital gap is 7.5 eV. As for the HOMO energy: -11.0 eV. For the LUMO energy, the calculation gives -3.57 eV. Its total charge is +1. The multiplicity is 1.

Arrangement x

The following is a quantum chemistry calculation of a molecular structure, C23H21BiN9O5S, from the OMol25 dataset.

Last column: Mulliken charge in e.
Atoms and positions in Å:
Bi (0.90, 0.05, -0.29)  1.59
C (1.19, -3.23, 2.31)  -1.16
C (1.55, -3.30, 0.87)  -0.01
N (1.51, -2.32, -0.01)  -0.14
C (1.83, -2.86, -1.24)  0.34
C (2.12, -4.18, -1.08)  0.08
N (1.93, -4.44, 0.25)  -0.02
C (2.54, -5.31, -1.97)  0.50
O (2.72, -5.04, -3.24)  -0.52
O (2.73, -6.39, -1.46)  -0.59
C (1.78, -2.02, -2.46)  0.90
O (2.12, -2.46, -3.54)  -0.80
O (1.41, -0.79, -2.25)  -0.66
H (1.00, -2.19, 2.58)  0.02
H (1.98, -3.63, 2.94)  0.41
H (0.28, -3.80, 2.50)  0.36
H (2.05, -5.36, 0.64)  0.25
H (2.53, -4.09, -3.46)  0.47
N (-2.32, 2.88, -2.14)  -0.15
C (-2.93, 2.22, -3.25)  0.07
C (-4.21, 2.56, -3.63)  -0.44
C (-4.82, 1.89, -4.68)  -0.66
C (-4.15, 0.87, -5.33)  -0.60
C (-2.87, 0.52, -4.93)  -0.66
C (-2.25, 1.21, -3.91)  0.65
S (-0.58, 0.83, -3.49)  -0.19
N (-0.53, 1.38, -1.85)  -0.27
C (-1.32, 2.31, -1.43)  0.11
C (-1.14, 2.83, -0.04)  0.57
C (-1.70, 4.03, 0.37)  -0.49
C (-1.54, 4.41, 1.69)  -0.60
C (-0.83, 3.60, 2.55)  -0.69
C (-0.28, 2.43, 2.05)  -0.36
N (-0.42, 2.06, 0.78)  0.20
H (-3.01, 3.32, -1.55)  0.25
H (-4.74, 3.34, -3.09)  0.40
H (-5.82, 2.17, -4.98)  0.40
H (-4.62, 0.34, -6.15)  0.39
H (-2.34, -0.29, -5.43)  0.44
H (-2.24, 4.66, -0.32)  0.52
H (-1.97, 5.34, 2.04)  0.45
H (-0.70, 3.85, 3.60)  0.42
H (0.31, 1.76, 2.67)  0.37
N (-1.01, -0.89, 0.23)  -0.64
C (-2.08, -0.57, -0.17)  0.85
N (-3.24, -0.32, -0.56)  -0.61
C (-3.82, 0.85, -0.33)  0.63
N (-4.33, 1.87, -0.14)  -0.54
C (2.14, 0.21, 4.95)  -0.85
N (3.26, -0.01, 4.04)  0.15
C (4.62, -0.20, 4.57)  -0.94
C (3.03, -0.05, 2.74)  -0.14
O (1.91, 0.07, 2.23)  -0.39
H (2.49, 0.16, 5.97)  0.36
H (1.36, -0.54, 4.79)  0.27
H (1.70, 1.20, 4.78)  0.28
H (4.66, 0.19, 5.58)  0.32
H (5.34, 0.35, 3.96)  0.36
H (4.89, -1.26, 4.59)  0.33
H (3.93, -0.22, 2.13)  0.38

The orbital gap is 7.0 eV. As for the HOMO energy: -10.5 eV. For the LUMO energy, the calculation gives -3.41 eV. Its total charge is +1. The multiplicity is 1.

The structure with the greatest stability is arrangement x.

Arrangement w

The following is a quantum chemistry calculation of a molecular structure, C4H9NO2, from the OMol25 dataset.

Last column: Mulliken charge in e.
Atoms and positions in Å:
O (0.02, -2.07, -0.73)  -0.51
C (0.64, -0.88, -1.24)  -0.15
C (0.72, 0.37, -0.44)  0.23
C (0.02, 1.58, -1.06)  -0.90
N (0.62, 0.21, 0.96)  -0.23
C (-0.53, -0.36, 1.62)  -0.43
O (-0.65, -1.79, 1.57)  -0.27
H (1.07, -1.05, -2.22)  0.39
H (-0.36, -0.66, -0.75)  0.39
H (0.43, 2.67, -0.74)  0.34
H (-0.03, 1.48, -2.20)  0.35
H (-1.01, 1.62, -0.62)  0.29
H (1.15, 0.75, 1.56)  0.28
H (-0.45, -0.23, 2.70)  0.42
H (-1.28, 0.40, 1.26)  0.36
H (-0.36, -2.06, 0.33)  0.46

The orbital gap (alpha / beta) is 9.0 / 6.3 eV. As for the HOMO energy (alpha / beta): -14.4 / -14.4 eV. For the LUMO energy (alpha / beta), the calculation gives -5.40 / -8.11 eV. Its total charge is +1. The multiplicity is 2.

Arrangement x

The following is a quantum chemistry calculation of a gas-phase ion, C4H9NO2 (charge +1), from the OMol25 dataset.

Last column: Mulliken charge in e.
Atoms and positions in Å:
O (1.03, 2.19, 0.48)  -0.33
C (0.90, 1.54, -0.59)  0.37
O (0.96, 1.98, -1.90)  -0.40
C (0.07, 0.18, -0.39)  0.23
C (-0.30, -0.17, 1.05)  -0.59
C (-1.14, -1.45, 1.33)  -1.38
N (0.86, -1.01, -1.08)  -0.29
H (0.41, 2.79, -2.01)  0.40
H (-0.90, 0.36, -0.90)  0.34
H (-0.76, 0.77, 1.43)  0.37
H (0.63, -0.27, 1.61)  0.36
H (-2.07, -1.40, 0.96)  0.46
H (-0.71, -2.32, 0.83)  0.36
H (-1.25, -1.57, 2.41)  0.35
H (1.81, -0.67, -1.19)  0.38
H (0.47, -0.96, -2.05)  0.37

The orbital gap (alpha / beta) is 11.2 / 6.0 eV. As for the HOMO energy (alpha / beta): -16.4 / -15.8 eV. For the LUMO energy (alpha / beta), the calculation gives -5.20 / -9.82 eV. Its total charge is +1. The multiplicity is 2.

The structure with the greatest stability is arrangement x.